1.
Entry from OMol25: 11 unconnected molecules or ions with the total composition C30H60BBrFN2O16P at a distorted geometry (wB97M-V/def2-TZVPD).

Geometry as ORCA input:
```
! RIJCOSX wB97M-V def2-TZVPD def2/J DEFGRID3
* xyz 0 1
H 2.743 -4.678 1.485
N 2.931 -4.324 0.549
C 1.914 -3.745 0.072
C 1.914 -3.175 -1.318
C 0.825 -2.151 -1.532
C -0.282 -2.364 -2.364
C -0.489 -3.670 -3.094
C -1.274 -1.377 -2.517
B -2.524 -1.761 -3.417
N -3.824 -1.824 -2.816
O -2.368 -2.025 -4.766
C -1.187 -0.151 -1.843
C -2.263 0.881 -2.084
Br -1.608 2.270 -3.300
C -2.942 1.506 -0.862
C -3.164 0.473 0.235
C -0.096 0.055 -0.990
C 0.887 -0.931 -0.839
C 2.008 -0.642 0.118
O 3.163 -0.919 -0.079
C 1.578 0.069 1.358
C 2.118 -0.220 2.601
C 1.609 0.472 3.682
F 2.071 0.194 4.913
C 0.628 1.451 3.565
P 0.086 2.281 5.060
O 1.146 3.012 5.752
O -1.165 3.160 4.636
O -0.596 1.126 5.942
C 0.134 1.755 2.299
C 0.600 1.044 1.201
C 0.084 1.289 -0.172
O -0.141 2.413 -0.553
H 0.976 -3.662 0.634
H 1.820 -4.015 -1.999
H 2.886 -2.735 -1.529
H -1.490 -4.059 -2.905
H 0.203 -4.440 -2.781
H -0.368 -3.536 -4.167
H -4.511 -2.413 -3.266
H -3.813 -2.023 -1.820
H -2.822 -2.841 -5.000
H -3.048 0.424 -2.667
H -2.426 2.396 -0.515
H -3.922 1.841 -1.204
H -3.543 -0.458 -0.182
H -3.913 0.843 0.938
H -2.269 0.264 0.820
H 2.895 -0.961 2.715
H -1.786 2.698 4.060
H 0.051 0.798 6.586
H -0.604 2.530 2.146
C -3.166 -0.824 8.010
O -2.401 0.351 8.251
H -3.584 -1.135 8.965
H -3.983 -0.630 7.309
H -2.539 -1.631 7.620
H -2.019 0.646 7.418
C 5.339 2.707 3.741
O 4.456 1.598 3.867
H 6.136 2.402 3.067
H 4.835 3.579 3.317
H 5.779 2.986 4.702
H 3.756 1.862 4.474
C 5.840 -4.028 -2.880
O 4.987 -2.885 -2.930
H 5.207 -4.883 -2.655
H 6.342 -4.194 -3.834
H 6.583 -3.926 -2.085
H 5.527 -2.114 -3.119
C 7.385 -4.139 -7.119
O 7.163 -5.035 -6.038
H 7.536 -3.153 -6.686
H 8.274 -4.408 -7.695
H 6.525 -4.095 -7.794
H 7.025 -5.914 -6.401
C 2.396 4.220 -2.144
O 1.312 4.820 -1.461
H 3.109 5.009 -2.376
H 2.903 3.468 -1.531
H 2.080 3.750 -3.082
H 0.682 4.120 -1.258
C -1.893 5.447 -6.168
O -1.192 4.843 -5.092
H -2.930 5.540 -5.853
H -1.508 6.444 -6.396
H -1.858 4.835 -7.074
H -0.268 4.755 -5.341
C -5.789 1.617 5.689
O -5.249 0.502 4.980
H -6.758 1.317 6.078
H -5.145 1.905 6.524
H -5.925 2.473 5.024
H -4.388 0.763 4.642
C -5.356 -3.163 0.482
O -3.943 -3.043 0.336
H -5.733 -2.170 0.715
H -5.833 -3.513 -0.438
H -5.621 -3.837 1.300
H -3.584 -3.913 0.136
C -4.316 -1.126 -7.015
O -5.249 -2.206 -7.007
H -4.311 -0.708 -6.013
H -3.307 -1.471 -7.248
H -4.605 -0.346 -7.724
H -5.269 -2.593 -7.886
C 3.427 4.612 7.405
O 3.317 5.792 6.623
H 4.270 4.743 8.080
H 2.526 4.433 7.995
H 3.605 3.734 6.779
H 2.570 5.667 6.030
*
```

Results
Lowest unoccupied orbital energy   -1.0 eV
DFT total energy   -150549.481 eV
Energy above the lowest of the compared OMol25 structures with the same formula, charge and spin   0.0 kcal per mole
SMILES   [H]/N=C/Cc1c(C)c(B(N)O)c([C@H](Br)CC)c2c1C(=O)c1cc(F)c(P(=O)(O)O)cc1C2=O.CO.CO.CO.CO.CO.CO.CO.CO.CO.CO
HOMO-LUMO gap   8.26 eV

=====

2.
Entry from OMol25: a molecular structure, C20H48F2GaO10 at a distorted geometry (wB97M-V/def2-TZVPD).

Geometry as ORCA input:
```
! RIJCOSX wB97M-V def2-TZVPD def2/J DEFGRID3
* xyz -1 1
O 6.038 -0.199 -5.173
C 5.127 -0.607 -4.491
F 5.069 -1.944 -4.254
C 4.045 0.171 -3.834
Ga 2.406 -0.926 -3.246
F 2.720 -1.537 -1.529
C 0.781 0.299 -3.222
C 0.030 0.388 -4.538
O -0.531 -0.858 -4.938
H 3.756 0.956 -4.520
H 4.498 0.646 -2.971
H 2.131 -2.199 -4.173
H 0.070 -0.037 -2.471
H 1.104 1.305 -2.971
H 0.651 0.774 -5.341
H -0.809 1.075 -4.415
H -0.222 -1.509 -4.309
C -1.586 1.266 0.242
O -0.579 2.007 -0.425
C -0.552 3.374 -0.078
C 0.509 3.668 0.961
O 0.251 3.009 2.192
C 0.976 1.795 2.332
H -1.323 0.211 0.172
H -1.665 1.534 1.298
H -2.557 1.416 -0.244
H -1.535 3.706 0.273
H -0.310 3.936 -0.986
H 0.514 4.745 1.163
H 1.496 3.393 0.580
H 2.007 2.000 2.638
H 0.983 1.217 1.407
H 0.488 1.210 3.110
C -0.809 -2.675 2.019
O -1.965 -2.266 1.308
C -2.159 -2.999 0.103
C -3.160 -4.123 0.307
O -2.706 -5.108 1.230
C -3.252 -4.951 2.523
H -0.899 -2.296 3.037
H -0.717 -3.762 2.053
H 0.092 -2.254 1.561
H -1.210 -3.391 -0.274
H -2.552 -2.309 -0.650
H -3.301 -4.629 -0.653
H -4.127 -3.722 0.627
H -4.264 -5.372 2.568
H -3.285 -3.902 2.825
H -2.617 -5.498 3.218
C -0.346 -6.425 -0.554
O 0.029 -5.384 -1.425
C 1.428 -5.313 -1.653
C 1.827 -5.989 -2.945
O 1.557 -7.390 -2.936
C 0.341 -7.728 -3.570
H -1.416 -6.589 -0.678
H 0.182 -7.356 -0.773
H -0.163 -6.142 0.488
H 1.973 -5.752 -0.812
H 1.695 -4.257 -1.713
H 2.904 -5.868 -3.081
H 1.327 -5.511 -3.791
H 0.463 -7.734 -4.659
H -0.462 -7.037 -3.303
H 0.065 -8.731 -3.244
C 1.324 8.478 3.719
O 0.443 8.861 4.761
C -0.781 9.403 4.300
C -1.897 8.379 4.276
O -1.645 7.330 3.362
C -1.107 6.162 3.965
H 2.065 7.805 4.145
H 0.800 7.959 2.915
H 1.836 9.355 3.308
H -0.654 9.844 3.306
H -1.059 10.205 4.991
H -2.816 8.877 3.951
H -2.066 7.981 5.281
H -1.905 5.578 4.435
H -0.345 6.399 4.709
H -0.654 5.557 3.181
*
```

Results
Lowest unoccupied orbital energy   2.2 eV
DFT total energy   -99802.114 eV
HOMO-LUMO gap   7.40 eV

=====

3.
Entry from OMol25: C17H22N4O2S2 in the gas phase at a distorted geometry (wB97M-V/def2-TZVPD).

Geometry as ORCA input:
```
! RIJCOSX wB97M-V def2-TZVPD def2/J DEFGRID3
* xyz 0 1
C 7.578 0.638 -0.056
C 6.897 1.857 -0.642
S 5.336 2.256 0.223
C 4.324 1.011 -0.400
N 4.678 0.109 -1.250
N 3.710 -0.732 -1.572
C 2.585 -0.508 -0.977
N 1.502 -1.292 -1.268
C 0.229 -1.421 -0.774
O -0.542 -2.157 -1.353
C -0.178 -0.667 0.478
N -1.554 -0.267 0.309
C -1.966 1.010 0.501
O -1.228 1.870 0.945
C -3.397 1.261 0.168
C -4.077 2.226 0.902
C -5.404 2.496 0.626
C -6.052 1.818 -0.390
C -5.382 0.866 -1.151
C -6.091 0.159 -2.266
C -4.053 0.593 -0.862
C -0.007 -1.549 1.746
C -0.949 -2.751 1.720
C 1.439 -2.000 1.923
S 2.638 0.882 0.109
H 6.958 -0.243 -0.203
H 7.762 0.772 1.007
H 8.530 0.479 -0.558
H 6.645 1.709 -1.690
H 7.505 2.753 -0.525
H 1.686 -1.906 -2.058
H 0.396 0.255 0.608
H -2.161 -0.953 -0.113
H -3.549 2.750 1.684
H -5.935 3.240 1.202
H -7.089 2.033 -0.606
H -5.453 -0.595 -2.720
H -6.993 -0.325 -1.895
H -6.388 0.871 -3.035
H -3.524 -0.127 -1.471
H -0.280 -0.910 2.592
H -0.764 -3.380 2.588
H -1.987 -2.430 1.750
H -0.795 -3.347 0.824
H 1.540 -2.547 2.858
H 2.112 -1.147 1.960
H 1.746 -2.658 1.113
*
```

Results
Lowest unoccupied orbital energy   0.4 eV
DFT total energy   -49712.780 eV
Energy above the lowest of the compared OMol25 structures with the same formula, charge and spin   1.8 kcal per mole
SMILES   CCSc1nnc(NC(=O)[C@@H](NC(=O)c2cccc(C)c2)C(C)C)s1
HOMO-LUMO gap   8.93 eV